Molecular formula: C8H22ClN2O2Pd
Method: DFT, ωB97M-V/def2-TZVPD

Total energy (eV): -31716.212
Spin multiplicity: 3
HOMO level (spin up / spin down) (eV): -11.402 / -11.052
Kohn-Sham gap (spin up / spin down) (eV): 4.4199 / 2.6491
⟨S²⟩: 2.005
Net charge: +1

Each line ends with the Mulliken spin population.
Atoms and positions in Å:
Pd  -0.3844  2.5865  -6.3097  0.9786
Cl  1.2829  2.4596  -3.2293  0.8901
C  3.5515  -4.1340  -1.7120  0.0070
C  3.0030  -2.8686  -1.0061  0.0026
C  2.7393  -3.0538  0.4936  0.0027
O  2.3769  -1.8321  1.1658  -0.0011
C  1.8639  -2.0189  2.4323  -0.0001
N  3.8911  -1.7604  -1.2423  0.1153
H  2.7284  -4.8346  -1.8531  -0.0001
H  4.3697  -4.5377  -1.1156  -0.0006
H  3.8966  -3.9783  -2.7342  0.0021
H  2.0706  -2.4710  -1.4068  0.0074
H  3.6169  -3.4953  0.9660  0.0005
H  1.9034  -3.7241  0.6936  0.0005
H  2.2033  -2.8768  3.0128  0.0001
H  0.7789  -2.0992  2.3661  0.0000
H  1.9836  -1.1628  3.0963  0.0001
H  3.4433  -1.1585  -1.9185  -0.0096
H  3.8710  -1.2780  -0.3552  -0.0001
C  -3.5886  0.8976  1.3998  0.0000
C  -3.0343  1.3956  0.0849  0.0009
C  -2.6046  2.8421  0.1666  0.0010
O  -3.6024  3.7400  0.5224  0.0004
C  -3.1679  5.1376  0.6001  0.0000
N  -1.9214  0.5626  -0.2138  0.0038
H  -4.1460  -0.0286  1.2602  0.0000
H  -4.4408  1.5227  1.6666  0.0000
H  -2.9117  0.9140  2.2540  0.0000
H  -3.8630  1.3862  -0.6231  -0.0001
H  -2.2169  3.0519  -0.8302  -0.0012
H  -1.8227  2.9114  0.9229  0.0000
H  -2.4031  5.3376  1.3506  0.0000
H  -4.0425  5.7698  0.7532  -0.0001
H  -2.7686  5.4085  -0.3773  0.0001
H  -1.3548  0.3994  0.6062  0.0001
H  -1.3008  0.9893  -0.8868  -0.0008